#P
Below is a 2-piece molecular cluster, C4H9NP overall, with properties calculated with wB97M-V/def2-TZVPD.

Last column: Löwdin charge in e.
CARTESIAN COORDINATES (ANGSTROEM)
C (0.742, 0.205, -3.354)  -0.44
C (0.916, -0.759, 0.999)  -0.13
C (-0.537, -0.553, 0.919)  -0.29
C (0.263, -0.129, -0.169)  -0.28
N (-1.184, 0.589, 1.839)  0.19
P (-0.013, -0.967, -2.514)  0.94
H (0.727, 0.173, -4.381)  -0.05
H (1.300, 1.134, -2.875)  0.07
H (1.576, -0.313, 1.828)  0.14
H (1.389, -1.777, 0.781)  0.13
H (-1.310, -1.287, 0.909)  0.14
H (0.430, 0.896, -0.362)  0.06
H (-0.674, 1.559, 2.000)  0.22
H (-1.450, 0.327, 2.755)  0.12
H (-2.176, 0.903, 1.625)  0.18

**HOMO**: -12.75 eV
**Gap between HOMO and LUMO**: 8.825 eV
**Total charge**: +1

=====

#Q
Below is C4H9NP as an isolated structure, with properties calculated with wB97M-V/def2-TZVPD.

Last column: Löwdin charge in e.
CARTESIAN COORDINATES (ANGSTROEM)
C (1.542, 0.368, -1.388)  -0.32
C (0.421, -0.224, -1.876)  -0.20
C (-0.710, -0.447, -0.979)  -0.22
C (-0.311, 0.306, 0.238)  -0.56
N (-1.380, 0.383, 1.236)  0.19
P (1.300, 0.923, 0.279)  1.05
H (2.457, 0.587, -2.027)  0.10
H (0.463, -0.493, -2.909)  0.11
H (1.673, -0.902, 3.039)  0.05
H (-1.612, -0.056, -1.539)  0.17
H (-0.569, -1.532, -1.039)  0.16
H (1.441, -0.236, 2.688)  -0.04
H (-1.730, -0.565, 1.218)  0.17
H (-2.010, 1.152, 0.970)  0.18
H (-0.974, 0.736, 2.090)  0.14

**HOMO**: -13.30 eV
**Gap between HOMO and LUMO**: 8.898 eV
**Total charge**: +1

=====

#R
Below is an isolated ion of composition C4H9NP and charge +1, with properties calculated with wB97M-V/def2-TZVPD.

Last column: Löwdin charge in e.
CARTESIAN COORDINATES (ANGSTROEM)
N (0.252, -1.872, -0.602)  0.06
C (-0.086, -1.002, 0.505)  -0.50
C (0.591, 0.621, -0.037)  -0.13
C (-0.278, 1.626, 0.531)  -0.31
C (-1.597, 1.019, 0.939)  -0.39
P (-1.857, -0.613, 1.074)  0.99
H (-0.271, -2.788, -0.484)  0.17
H (1.219, -2.385, -0.494)  0.22
H (-0.058, -1.383, -1.510)  0.19
H (0.455, -1.564, 1.448)  0.15
H (0.392, 0.527, -1.127)  0.10
H (1.712, 0.506, 0.224)  0.14
H (-0.514, 2.492, -0.170)  0.15
H (0.244, 2.116, 1.304)  0.11
H (-2.283, 1.820, 1.001)  0.05

**HOMO**: -13.44 eV
**Gap between HOMO and LUMO**: 9.310 eV
**Total charge**: +1
**SMILES string**: [NH3+][C@H]1CCC=P1

=====

Structures ranked by computed energy, the most stable listed first: #R, #Q, #P.

=====

#P
Below is one molecule with the formula CH3BrClP, with properties calculated with wB97M-V/def2-TZVPD.

Last column: Löwdin charge in e.
CARTESIAN COORDINATES (ANGSTROEM)
C (-0.730, 0.171, 0.057)  -0.52
P (0.831, -0.218, 0.948)  0.21
Cl (1.090, -2.170, -0.296)  -0.06
Br (2.063, 1.090, -0.163)  0.28
H (-0.953, 1.193, 0.304)  0.00
H (-1.665, -0.404, 0.200)  0.05
H (-0.635, 0.338, -1.049)  0.04

**HOMO**: -10.04 eV
**Gap between HOMO and LUMO**: 9.694 eV
**SMILES string**: CP(Cl)Br

=====

#Q
Below is a 2-piece molecular cluster, CH3BrClP overall, with properties calculated with wB97M-V/def2-TZVPD.

Last column: Löwdin charge in e.
CARTESIAN COORDINATES (ANGSTROEM)
C (0.451, -0.593, 0.823)  -0.15
P (-0.855, 1.153, -0.389)  0.00
Cl (0.752, 1.928, -1.334)  0.05
Br (-1.744, -0.424, -1.605)  0.14
H (1.205, -0.028, 1.250)  -0.05
H (0.684, -1.018, -0.154)  -0.05
H (-0.493, -1.017, 1.409)  0.05

**HOMO**: -8.65 eV
**Gap between HOMO and LUMO**: 8.580 eV

=====

Structures ranked by computed energy, the most stable listed first: #P, #Q.

=====

#P
Below is one molecule with the formula C9H10N2O2, with properties calculated with wB97M-V/def2-TZVPD.

Last column: Löwdin charge in e.
CARTESIAN COORDINATES (ANGSTROEM)
C (-2.442, 1.157, 0.165)  0.01
O (-1.114, 1.053, -0.356)  -0.03
C (-0.234, 0.086, -0.185)  -0.16
C (-0.387, -1.212, 0.308)  -0.14
C (-1.714, -1.845, 0.694)  -0.05
C (0.855, -2.038, 0.255)  -0.01
N (2.131, -1.744, -0.029)  0.13
C (2.384, -0.598, -0.669)  -0.44
O (3.361, -0.309, -1.287)  0.13
C (1.234, 0.602, -0.336)  -0.30
C (1.448, 1.798, -1.211)  -0.04
C (1.655, 0.857, 0.996)  -0.23
N (1.853, 1.033, 2.078)  0.21
H (-3.052, 0.431, -0.147)  0.04
H (-2.613, 2.110, -0.239)  0.09
H (-2.335, 1.288, 1.281)  0.14
H (-1.588, -2.891, 0.972)  0.08
H (-2.498, -1.697, -0.050)  0.08
H (-2.211, -1.371, 1.528)  0.07
H (0.662, -2.983, 0.672)  0.10
H (1.025, 1.635, -2.230)  0.10
H (2.589, 1.887, -1.352)  0.12
H (0.991, 2.750, -0.856)  0.10

**HOMO**: -9.14 eV
**Gap between HOMO and LUMO**: 8.411 eV
**SMILES string**: COC1=C(C)C=NC(=O)[C@]1(C)C#N

=====

#Q
Below is one molecule with the formula C9H10N2O2, with properties calculated with wB97M-V/def2-TZVPD.

Last column: Löwdin charge in e.
CARTESIAN COORDINATES (ANGSTROEM)
C (2.432, 1.499, -0.587)  0.02
C (1.341, 1.329, 0.190)  -0.13
C (0.771, 0.022, 0.504)  -0.18
C (1.608, -0.974, 0.914)  -0.08
C (1.173, -2.214, 1.190)  -0.09
C (-0.199, -2.483, 1.225)  -0.05
C (-1.135, -1.498, 0.845)  0.01
C (-0.657, -0.268, 0.334)  -0.11
C (-1.502, 0.660, -0.292)  -0.24
N (-2.842, 0.691, 0.196)  0.18
N (-1.165, 1.250, -1.400)  -0.28
O (-1.766, 2.066, -2.092)  -0.02
O (-0.036, 0.611, -2.009)  0.02
H (2.875, 0.638, -0.935)  0.04
H (2.702, 2.438, -1.073)  0.07
H (0.550, 2.165, 0.439)  0.15
H (2.709, -0.771, 0.858)  0.13
H (1.923, -3.021, 1.238)  0.12
H (-0.497, -3.482, 1.340)  0.08
H (-2.123, -1.640, 0.652)  0.07
H (-3.163, 0.381, 1.047)  0.06
H (-3.544, 1.258, -0.208)  0.08
H (0.545, 1.342, -2.375)  0.14

**HOMO (alpha / beta)**: -7.79 / -7.79 eV
**Gap between HOMO and LUMO (alpha / beta)**: 8.047 / 8.048 eV
**SMILES string**: C=Cc1ccccc1/C(N)=[N+](/[O-])O

=====

Structures ranked by computed energy, the most stable listed first: #P, #Q.

=====

#P
Below is a 2-piece molecular cluster, C5H14NO2 overall, with properties calculated with wB97M-V/def2-TZVPD.

Last column: Löwdin charge in e.
CARTESIAN COORDINATES (ANGSTROEM)
C (-0.774, 0.346, 1.695)  -0.15
N (0.463, 0.960, 1.239)  -0.10
C (1.960, -1.568, 0.845)  -0.13
C (0.998, -1.007, -0.188)  -0.24
C (0.831, 0.509, -0.115)  -0.37
C (-0.082, 1.059, -1.250)  -0.40
O (-0.745, 0.113, -1.968)  -0.29
H (-1.440, 0.104, 0.844)  0.08
H (-1.384, 0.932, 2.372)  0.07
H (-0.611, -0.662, 2.085)  0.06
H (0.369, 1.966, 1.200)  0.09
H (1.833, -2.645, 1.023)  0.06
H (3.013, -1.459, 0.574)  0.06
H (1.764, -1.139, 1.833)  0.05
H (1.357, -1.286, -1.176)  0.11
H (0.005, -1.442, -0.069)  0.10
H (1.834, 0.915, -0.322)  0.12
H (-0.828, 1.777, -0.802)  0.10
H (0.498, 1.762, -1.906)  0.09
H (-3.754, 0.286, -1.558)  -0.04
H (-2.134, 0.220, -2.025)  -0.04
O (-3.173, 0.257, -2.328)  -0.23

**HOMO**: -3.33 eV
**Gap between HOMO and LUMO**: 7.202 eV
**Total charge**: -1

=====

#Q
Below is a 2-piece molecular cluster, C5H14NO2 overall, with properties calculated with wB97M-V/def2-TZVPD.

Last column: Löwdin charge in e.
CARTESIAN COORDINATES (ANGSTROEM)
C (1.093, -0.601, 1.609)  -0.35
O (1.997, -0.287, 0.613)  -0.18
C (-0.233, 0.163, 1.480)  -0.19
C (-1.328, -0.594, 0.709)  -0.23
C (-0.862, -1.218, -0.597)  -0.22
C (-0.255, -0.230, -1.608)  -0.29
N (-0.900, 1.093, -1.625)  -0.01
H (0.890, -1.692, 1.656)  0.10
H (1.495, -0.424, 2.635)  0.09
H (-0.624, 0.383, 2.481)  0.10
H (-0.044, 1.120, 1.010)  0.07
H (-1.829, -1.295, 1.364)  0.09
H (-2.085, 0.130, 0.402)  0.09
H (-1.691, -1.759, -1.064)  0.09
H (-0.126, -2.022, -0.462)  0.10
H (0.821, -0.131, -1.471)  0.08
H (-0.430, -0.669, -2.588)  0.09
H (-0.845, 1.474, -2.555)  0.04
H (-0.426, 1.706, -0.962)  0.03
H (1.809, 0.708, 0.237)  -0.02
H (1.997, 2.120, -1.066)  -0.07
O (1.574, 2.026, -0.197)  -0.41

**HOMO**: -4.03 eV
**Gap between HOMO and LUMO**: 8.153 eV
**Total charge**: -1

=====

Structures ranked by computed energy, the most stable listed first: #Q, #P.

=====

#P
Below is a 2-piece molecular cluster, C3H5I overall, with properties calculated with wB97M-V/def2-TZVPD.

Last column: Löwdin charge in e.
CARTESIAN COORDINATES (ANGSTROEM)
C (0.747, -2.300, 0.239)  0.10
C (-0.656, 0.197, -0.201)  -0.63
C (-0.026, 1.471, 0.123)  -0.30
I (-2.688, 0.026, 0.097)  0.79
H (0.320, -2.864, -0.614)  -0.09
H (1.694, -1.871, -0.130)  -0.10
H (-0.615, 2.241, 0.624)  0.05
H (0.881, 1.238, 0.695)  0.08
H (0.343, 1.862, -0.834)  0.09

**HOMO (alpha / beta)**: -8.65 / -8.44 eV
**Gap between HOMO and LUMO (alpha / beta)**: 7.654 / 7.431 eV

=====

#Q
Below is C3H5I as an isolated structure, with properties calculated with wB97M-V/def2-TZVPD.

Last column: Löwdin charge in e.
CARTESIAN COORDINATES (ANGSTROEM)
C (0.335, 0.481, -0.545)  -0.41
C (0.766, -0.804, 0.104)  -0.05
C (-0.716, 0.525, 0.521)  -0.64
I (-2.668, -0.076, 0.025)  0.75
H (1.089, 1.250, -0.419)  0.09
H (-0.223, 0.483, -1.552)  0.11
H (0.412, -1.779, -0.257)  0.05
H (1.748, -1.042, 0.616)  0.08
H (-0.743, 0.962, 1.508)  0.01

**HOMO**: -8.20 eV
**Gap between HOMO and LUMO**: 8.600 eV

=====

Structures ranked by computed energy, the most stable listed first: #Q, #P.

=====

#P
Below is a 2-piece molecular cluster, C12H17N overall, with properties calculated with wB97M-V/def2-TZVPD.

Last column: Löwdin charge in e.
CARTESIAN COORDINATES (ANGSTROEM)
C (-1.792, -1.044, -2.620)  -0.05
C (-0.769, -1.170, -1.537)  -0.22
C (0.533, -1.520, -1.750)  -0.05
N (1.267, -1.357, -0.581)  0.08
C (0.417, -0.988, 0.430)  -0.25
C (0.668, -1.000, 1.815)  -0.04
C (-0.426, -0.845, 2.625)  -0.10
C (-1.751, -0.888, 2.131)  -0.09
C (-1.934, -0.840, 0.777)  -0.03
C (-0.859, -0.874, -0.145)  -0.14
H (-1.251, -0.937, -3.546)  0.06
H (-2.442, -0.174, -2.559)  0.08
H (-2.387, -1.942, -2.799)  0.08
H (1.136, -1.717, -2.581)  0.11
H (2.263, -1.380, -0.672)  0.14
H (1.683, -1.077, 2.177)  0.11
H (-0.208, -0.778, 3.684)  0.10
H (-2.596, -1.016, 2.785)  0.10
H (-2.931, -0.955, 0.357)  0.11
C (1.886, 1.830, 0.433)  -0.13
C (1.487, 3.274, 0.156)  -0.33
C (0.513, 3.318, -1.017)  -0.12
H (1.083, 1.348, 0.963)  0.05
H (2.273, 1.400, -0.493)  0.07
H (2.754, 1.731, 1.099)  0.07
H (2.331, 3.974, 0.178)  0.10
H (0.992, 3.713, 1.036)  0.10
H (0.017, 4.254, -1.283)  0.06
H (-0.353, 2.725, -0.705)  0.07
H (1.022, 2.901, -1.886)  0.07

**HOMO**: -7.84 eV
**Gap between HOMO and LUMO**: 8.726 eV
**SMILES string**: Cc1c[nH]c2ccccc12.CCC

=====

#Q
Below is a 2-piece molecular cluster, C12H17N overall, with properties calculated with wB97M-V/def2-TZVPD.

Last column: Löwdin charge in e.
CARTESIAN COORDINATES (ANGSTROEM)
C (-1.230, 1.842, -0.710)  -0.04
C (0.035, 1.971, 0.084)  -0.21
C (0.440, 2.655, 1.183)  -0.07
N (1.765, 2.418, 1.470)  0.08
C (2.226, 1.462, 0.576)  -0.22
C (3.502, 0.912, 0.467)  -0.03
C (3.709, -0.028, -0.529)  -0.10
C (2.705, -0.299, -1.482)  -0.09
C (1.455, 0.252, -1.310)  -0.05
C (1.163, 1.136, -0.271)  -0.14
H (-0.924, 1.335, -1.625)  0.06
H (-1.621, 2.794, -1.035)  0.07
H (-2.042, 1.279, -0.251)  0.07
H (-0.205, 3.290, 1.775)  0.12
H (2.263, 2.630, 2.314)  0.15
H (4.317, 1.309, 1.061)  0.11
H (4.717, -0.415, -0.623)  0.10
H (2.945, -0.884, -2.359)  0.10
H (0.670, -0.080, -1.978)  0.09
C (-3.146, -2.546, 1.189)  -0.13
C (-1.915, -1.829, 0.660)  -0.32
C (-1.855, -1.924, -0.869)  -0.12
H (-3.016, -2.787, 2.243)  0.07
H (-3.367, -3.480, 0.670)  0.07
H (-4.050, -1.949, 1.041)  0.07
H (-1.907, -0.806, 1.005)  0.08
H (-1.004, -2.267, 1.080)  0.10
H (-2.858, -1.692, -1.220)  0.07
H (-1.127, -1.337, -1.421)  0.04
H (-1.645, -2.962, -1.135)  0.07

**HOMO**: -7.86 eV
**Gap between HOMO and LUMO**: 8.800 eV
**SMILES string**: Cc1c[nH]c2ccccc12.CCC

=====

#R
Below is a 2-piece molecular cluster, C12H17N overall, with properties calculated with wB97M-V/def2-TZVPD.

Last column: Löwdin charge in e.
CARTESIAN COORDINATES (ANGSTROEM)
C (2.411, -1.015, -1.929)  -0.05
C (1.229, -0.212, -1.607)  -0.26
C (1.177, 1.182, -1.585)  -0.05
N (-0.136, 1.613, -1.476)  0.07
C (-0.930, 0.519, -1.314)  -0.21
C (-2.327, 0.328, -1.411)  -0.02
C (-2.792, -0.956, -1.219)  -0.11
C (-1.937, -2.060, -1.135)  -0.10
C (-0.554, -1.968, -1.354)  -0.02
C (-0.078, -0.636, -1.348)  -0.18
H (2.338, -2.087, -1.976)  0.07
H (3.236, -0.754, -1.243)  0.09
H (2.846, -0.705, -2.887)  0.08
H (2.009, 1.874, -1.488)  0.12
H (-0.412, 2.562, -1.658)  0.15
H (-3.063, 1.112, -1.527)  0.10
H (-3.866, -1.057, -1.084)  0.10
H (-2.101, -3.064, -0.767)  0.09
H (0.119, -2.783, -1.087)  0.11
C (-0.121, 1.977, 2.359)  -0.13
C (0.132, 0.702, 3.166)  -0.32
C (0.741, -0.391, 2.288)  -0.13
H (-0.532, 1.631, 1.423)  0.04
H (0.790, 2.575, 2.182)  0.08
H (-0.817, 2.698, 2.827)  0.07
H (0.873, 0.942, 3.926)  0.08
H (-0.747, 0.306, 3.759)  0.11
H (1.569, -0.899, 2.804)  0.07
H (0.132, -1.357, 2.113)  0.09
H (0.809, -0.076, 1.248)  0.04

**HOMO**: -7.65 eV
**Gap between HOMO and LUMO**: 8.548 eV
**SMILES string**: Cc1c[nH]c2ccccc12.CCC

=====

Structures ranked by computed energy, the most stable listed first: #Q, #P, #R.